[1]
# C25H43AlBeBr2Cl3F8ILiN2O7P

A structure of composition C25H43AlBeBr2Cl3F8ILiN2O7P (wB97M-V/def2-TZVPD, the OMol25 dataset).

LUMO level ... -9.09 eV
Gap between HOMO and LUMO ... 1.4 eV
HOMO energy ... -10.4 eV
Charge ... +2
Spin multiplicity ... 1

The geometry in XYZ format:
```
95
Properties=species:S:1:pos:R:3:mulliken_charge:R:1
I -1.258 -3.217 -3.729 0.159
Br -7.630 -1.832 1.874 -0.263
Br -4.494 -3.144 -5.775 -0.144
Cl 12.667 -2.490 1.069 0.123
Cl -2.130 4.595 -2.948 -0.192
Cl 5.070 -1.131 -1.270 -0.407
P -4.711 -2.079 -3.730 0.301
Al 1.267 3.048 3.344 0.911
F 7.488 -4.218 3.561 -0.280
F 11.404 -3.551 1.908 -0.090
F 10.718 -6.148 1.302 -0.313
F 9.421 -4.682 0.353 -0.264
F 6.083 -2.111 2.384 -0.264
F 5.512 -4.830 2.915 -0.295
F 7.727 -2.721 1.093 -0.222
F 9.456 -3.182 2.788 -0.193
O 2.380 4.530 -3.412 -0.613
O 7.251 -5.500 1.704 -0.371
O -2.186 -2.392 -1.018 -0.273
O 3.243 2.514 -3.652 -0.385
O 2.810 0.301 -0.400 -0.190
O -3.645 -0.659 -3.681 -0.443
O 2.101 3.250 -5.284 -0.643
N -5.129 -3.097 -1.189 -0.037
N -5.843 4.436 -1.931 -0.380
C -8.275 5.057 -1.125 -0.895
C 3.071 1.645 0.139 -0.666
C -2.491 4.449 0.117 -0.948
C 6.549 -3.137 1.623 0.240
C -4.901 2.430 2.410 -0.565
C 2.524 3.518 -4.134 0.809
C -0.552 3.133 -1.355 -0.727
C -4.568 -1.921 -0.401 -0.037
C -4.831 3.243 0.972 -0.390
C 0.740 2.095 -1.154 -0.918
C -3.090 -2.447 0.179 -0.575
C -6.916 4.710 -1.575 0.445
C -5.674 0.955 2.281 -0.745
C -0.879 4.028 -0.021 0.207
C 6.723 -4.410 2.459 0.697
C -2.617 -3.381 -2.021 -0.540
C 3.615 -0.623 0.458 -0.948
C -5.314 0.304 0.814 0.386
C 8.534 -5.970 2.124 -0.669
C -5.561 -1.349 0.772 -1.161
C -3.396 3.083 0.196 0.266
C 9.748 -5.215 1.561 0.832
C 2.061 2.814 -0.502 0.156
C -4.213 -3.346 -2.391 -0.184
C 10.338 -4.163 2.492 0.102
Be 3.870 -1.576 3.095 0.100
Li 3.570 3.418 1.499 0.910
H 3.181 -0.710 1.558 0.151
H 0.347 1.181 -0.534 0.323
H -6.830 1.081 2.457 0.311
H -4.295 -0.985 -1.089 -0.076
H 8.589 -6.103 3.211 0.351
H -5.232 0.196 3.089 0.231
H -3.490 2.640 -0.908 -0.041
H -8.520 6.101 -1.346 0.311
H -8.390 4.919 -0.044 0.279
H -4.944 4.395 1.247 0.512
H -2.413 -4.451 -1.533 0.515
H 1.840 3.547 0.388 0.125
H -4.139 0.431 0.678 -0.179
H -6.124 -2.965 -1.477 0.452
H -2.758 2.278 0.801 0.131
H 3.651 -1.688 -0.037 0.387
H 10.688 -4.611 3.427 0.306
H -0.367 3.863 -2.271 0.438
H -5.777 3.005 0.285 -0.059
H -1.451 2.429 -1.698 0.320
H 3.104 1.992 -4.468 0.291
H -5.098 -3.959 -0.573 0.495
H -6.672 -1.528 0.439 0.234
H -0.201 5.005 -0.052 0.271
H 4.714 -0.222 0.531 0.530
H 2.916 1.584 1.302 -0.012
H -2.818 5.203 -0.730 0.312
H 1.018 1.749 -2.262 0.309
H 8.591 -6.990 1.723 0.417
H -9.033 4.436 -1.613 0.291
H -4.225 0.092 -3.301 0.336
H 2.708 3.378 -1.311 0.172
H -4.496 -4.422 -2.800 0.413
H -5.517 3.139 3.144 0.298
H 5.849 -3.301 0.800 0.215
H -5.351 -1.756 1.848 0.661
H -2.617 5.042 1.144 0.328
H -5.908 0.777 -0.083 0.310
H -0.664 3.366 0.945 -0.401
H -2.699 -1.811 1.080 0.322
H -3.778 2.284 2.768 0.206
H 4.206 1.930 -0.050 0.471
H -3.234 -3.580 0.527 0.330
```

[2]
# C3H11N5

A cluster of 2 separate species, C3H11N5 in total (wB97M-V/def2-TZVPD, the OMol25 dataset).

LUMO level (alpha / beta) ... -9.26 / -12.62 eV
Gap between HOMO and LUMO (alpha / beta) ... 7.7 / 6.1 eV
HOMO energy (alpha / beta) ... -17.0 / -18.7 eV
Charge ... +2
ΔE to the lowest compared entry with this formula, charge and spin ... 103.52 kcal per mole
Spin multiplicity ... 3

The geometry in XYZ format:
```
19
Properties=species:S:1:pos:R:3:mulliken_charge:R:1
N 0.398 -2.139 -2.544 -0.474
N 0.329 -1.419 -1.450 0.423
N -0.340 -1.554 0.931 0.467
N -0.656 -1.090 2.004 0.083
N -1.048 -1.532 3.081 -0.512
C -0.188 1.835 1.228 -0.894
C -0.142 -1.655 -0.256 0.504
C 0.854 -0.026 -1.558 -1.043
H 0.532 0.459 -2.467 0.451
H -0.695 -1.071 3.925 0.317
H 0.636 1.293 1.737 0.260
H 1.835 -0.034 -1.791 0.466
H -0.288 1.529 0.192 0.420
H 0.510 0.662 -0.797 -0.053
H -1.692 -2.335 3.272 0.302
H -1.197 1.516 1.571 0.290
H 0.482 -3.136 -2.459 0.320
H 0.072 2.797 1.683 0.333
H 1.069 -1.761 -3.198 0.337
```

[3]
# C24H20FN5O2Re

A structure of composition C24H20FN5O2Re (wB97M-V/def2-TZVPD, the OMol25 dataset).

LUMO level (alpha / beta) ... -7.04 / -8.10 eV
Gap between HOMO and LUMO (alpha / beta) ... 7.4 / 6.8 eV
HOMO energy (alpha / beta) ... -14.5 / -14.9 eV
Charge ... +2
ΔE to the lowest compared entry with this formula, charge and spin ... 19.04 kcal per mole
Spin multiplicity ... 4

The geometry in XYZ format:
```
53
Properties=species:S:1:pos:R:3:mulliken_charge:R:1
Re 0.505 0.085 -0.514 0.605
F 2.550 -5.295 1.685 -0.268
O -5.577 -1.297 2.038 -0.587
O 0.975 3.382 1.802 -0.615
N -4.426 0.573 2.523 -0.372
N -0.695 1.906 -0.952 -0.221
N 2.408 0.451 -1.050 0.067
N 1.147 1.266 0.878 -0.239
N -1.367 -0.655 -0.041 0.175
C 1.718 -2.536 -0.553 -0.333
C -1.657 3.622 0.386 -0.722
C 2.824 0.128 -2.300 0.047
C 4.657 0.888 -0.392 -0.812
C 2.563 1.137 1.217 -1.176
C 1.095 -1.618 0.292 0.794
C 1.047 -1.939 1.661 -0.326
C -2.537 3.211 -1.784 -0.690
C -4.538 -0.611 1.839 0.400
C -3.532 -1.036 0.875 0.012
C -0.623 2.714 0.150 0.572
C 3.313 0.811 -0.110 0.820
C 0.558 2.497 1.031 0.251
C -3.819 -1.961 -0.178 -0.357
C -2.621 3.886 -0.586 -0.344
C 1.571 -3.105 2.181 -0.802
C -1.613 2.147 -1.875 -0.031
C 4.165 0.156 -2.667 -0.865
C -2.358 -0.345 0.838 -0.369
C 5.138 0.557 -1.686 -0.222
C -1.744 -1.373 -1.146 0.120
C 2.178 -3.787 -0.117 -0.728
C -3.012 -2.011 -1.295 -0.981
C 2.136 -4.064 1.268 0.361
H 1.812 -2.362 -1.643 0.304
H 6.202 0.603 -1.851 0.447
H 2.035 0.075 -3.082 0.418
H -2.149 0.313 1.682 0.647
H -1.686 4.131 1.340 0.553
H -0.972 -1.435 -1.923 0.401
H -3.292 3.299 -2.599 0.359
H -4.741 -2.492 -0.194 0.536
H -1.676 1.502 -2.711 0.510
H 5.451 1.116 0.340 0.446
H 2.511 -4.567 -0.804 0.447
H 4.444 -0.294 -3.603 0.467
H 0.660 -1.217 2.429 0.360
H 2.848 2.105 1.575 0.720
H -3.404 -2.499 -2.181 0.475
H -5.353 0.981 2.796 0.320
H 1.362 -3.329 3.208 0.465
H -3.411 4.615 -0.469 0.501
H -3.802 1.254 2.216 0.160
H 2.732 0.415 2.056 0.300
```

Which of these has the highest spin multiplicity? C24H20FN5O2Re